Computed, not measured: a cluster of 6 separate species, C34H86N6O11 in total in a non-equilibrium geometry, with ωB97M-V/def2-TZVPD.

Structure (XYZ):
```
137
Properties=species:S:1:pos:R:3:lowdin_charge:R:1
C 17.0383 -20.2380 3.6414 -0.089
O 16.7482 -19.5229 2.4862 -0.244
C 15.7721 -20.1674 1.6015 -0.131
C 15.6651 -19.2667 0.3842 -0.483
C 14.9909 -19.8868 -0.8494 -0.044
N 16.9007 -18.8124 -0.0184 0.046
H 17.6350 -19.6454 4.3349 0.081
H 17.6307 -21.1046 3.3478 0.069
H 16.0811 -20.5345 4.0703 0.089
H 16.2024 -21.1514 1.4154 0.111
H 14.8063 -20.3441 2.0749 0.111
H 15.1041 -18.3543 0.5861 0.123
H 15.6600 -20.5544 -1.3923 0.060
H 14.6042 -19.1775 -1.5812 0.085
H 14.1696 -20.4478 -0.4035 0.064
H 17.3770 -19.3778 -0.7066 0.083
H 17.4272 -18.8633 0.8420 0.069
C 16.4347 -16.4665 2.7176 -0.079
O 16.6899 -15.3339 1.8835 -0.228
C 17.2614 -15.5560 0.5830 -0.229
C 17.2847 -14.2544 -0.1448 -0.206
N 18.4463 -13.4535 0.3013 -0.039
C 18.5104 -12.1916 -0.4565 -0.223
C 19.3324 -11.1017 0.2159 -0.226
O 18.9119 -10.4846 1.4275 -0.195
C 17.7197 -9.7609 1.4721 -0.120
H 15.8931 -16.0579 3.5708 0.090
H 17.4043 -16.9260 2.9097 0.090
H 15.7112 -17.0713 2.1710 0.064
H 16.4536 -16.1139 0.1094 0.101
H 18.1656 -16.1606 0.6541 0.125
H 16.3725 -13.6822 0.0246 0.122
H 17.4216 -14.5485 -1.1854 0.123
H 18.5029 -13.2940 1.2971 0.111
H 17.5514 -11.6882 -0.5795 0.096
H 18.7962 -12.2645 -1.5058 0.118
H 19.4871 -10.3375 -0.5458 0.111
H 20.3759 -11.3325 0.4299 0.122
H 16.8814 -10.3743 1.1416 0.075
H 17.7824 -8.8881 0.8221 0.088
H 17.5076 -9.5781 2.5255 0.091
C 24.0532 -15.9824 2.2774 -0.128
O 23.6898 -16.7724 3.3766 -0.177
C 24.7191 -17.6829 3.7064 -0.239
C 24.3023 -18.7620 4.7107 -0.199
N 23.5439 -19.6921 3.9224 -0.078
C 22.9460 -20.7984 4.6792 -0.208
C 22.4524 -20.5459 6.1157 -0.193
O 21.4374 -19.5278 6.2436 -0.177
C 20.1299 -19.8684 5.8736 -0.114
H 24.4897 -16.5072 1.4276 0.085
H 24.8629 -15.3266 2.5973 0.080
H 23.2534 -15.3044 1.9794 0.091
H 25.5092 -17.0588 4.1239 0.116
H 25.1669 -18.1173 2.8127 0.119
H 23.7483 -18.4237 5.5864 0.119
H 25.2698 -19.2374 4.8718 0.125
H 22.7840 -19.2280 3.4457 0.105
H 23.6836 -21.5950 4.5809 0.113
H 22.1141 -21.0878 4.0371 0.098
H 23.3697 -20.3204 6.6595 0.112
H 22.0919 -21.5214 6.4423 0.111
H 19.6503 -20.6716 6.4331 0.067
H 20.1849 -20.1254 4.8157 0.080
H 19.3956 -19.0735 6.0038 0.089
C 16.5463 -21.5480 7.8437 -0.172
O 17.3664 -21.8264 6.7939 -0.182
C 17.9053 -23.1884 6.9254 -0.160
C 18.8234 -23.5805 5.7035 -0.219
N 18.2102 -23.5073 4.4053 -0.048
C 19.1074 -23.8869 3.2892 -0.153
C 18.2522 -23.8562 1.8735 -0.161
O 17.3534 -24.9741 1.8988 -0.245
C 17.9930 -26.2219 1.5010 -0.061
H 16.0084 -20.6014 7.7908 0.092
H 16.8443 -21.7988 8.8617 0.090
H 15.6786 -22.1874 7.6817 0.078
H 17.1458 -23.9690 6.9698 0.097
H 18.5094 -23.3460 7.8189 0.117
H 19.2431 -24.5438 5.9931 0.112
H 19.6258 -22.8473 5.7856 0.090
H 17.3328 -23.9990 4.4971 0.073
H 19.7602 -24.7389 3.4790 0.095
H 19.9087 -23.1535 3.1995 0.096
H 18.8778 -23.8644 0.9810 0.109
H 17.7771 -22.8799 1.7775 0.087
H 19.0532 -26.2029 1.7533 0.081
H 17.9514 -26.2098 0.4119 0.072
H 17.3765 -27.0215 1.9116 0.085
C 13.7347 -29.0253 3.7687 -0.091
O 13.9242 -27.6155 3.9722 -0.169
C 15.0823 -27.3349 4.7150 -0.255
C 15.1031 -26.0796 5.5216 -0.199
N 15.1532 -24.8245 4.7244 -0.055
C 13.8308 -24.3614 4.2530 -0.183
C 13.7767 -22.9829 3.5708 -0.224
O 12.5132 -23.0977 2.9659 -0.199
C 12.1284 -21.9060 2.2820 -0.087
H 13.3690 -29.5516 4.6504 0.085
H 14.6349 -29.5356 3.4263 0.084
H 12.9797 -29.1424 2.9912 0.088
H 16.0408 -27.5545 4.2447 0.121
H 15.0826 -28.0577 5.5309 0.113
H 15.9413 -26.0030 6.2142 0.101
H 14.3621 -26.0592 6.3208 0.122
H 15.5997 -25.0856 3.8569 0.075
H 13.1356 -24.4463 5.0883 0.125
H 13.5716 -25.0452 3.4448 0.114
H 14.6507 -22.8500 2.9332 0.114
H 13.7656 -22.2531 4.3804 0.119
H 12.2484 -21.1287 3.0367 0.089
H 11.1174 -21.9041 1.8746 0.085
H 12.7215 -21.8511 1.3691 0.070
C 15.6366 -23.5730 -8.3311 -0.083
O 15.2822 -22.5406 -7.3404 -0.205
C 15.5598 -22.8773 -5.9726 -0.192
C 14.7043 -21.9248 -5.0158 -0.139
N 13.3638 -22.5128 -4.6715 -0.082
C 13.4061 -23.5657 -3.6740 -0.203
C 13.9291 -23.3320 -2.2647 -0.229
O 14.8537 -24.3309 -1.9391 -0.187
C 15.7927 -23.9798 -0.9345 -0.092
H 16.7189 -23.7015 -8.3506 0.073
H 15.2984 -23.4430 -9.3591 0.081
H 15.3405 -24.5782 -8.0309 0.074
H 16.6283 -22.6675 -5.9241 0.111
H 15.4578 -23.9192 -5.6692 0.105
H 14.4640 -21.0018 -5.5434 0.113
H 15.2563 -21.7567 -4.0911 0.091
H 12.6630 -21.8364 -4.4042 0.096
H 13.8932 -24.3566 -4.2444 0.113
H 12.3399 -23.7150 -3.5033 0.113
H 13.0337 -23.4042 -1.6474 0.112
H 14.3498 -22.3836 -1.9306 0.084
H 15.1514 -23.9033 -0.0565 0.093
H 16.4979 -23.1884 -1.1884 0.090
H 16.4165 -24.8419 -0.6980 0.067
```

Computed properties:
Gap between HOMO and LUMO in eV: 8.92
Energy above the lowest of the compared OMol25 structures with the same formula, charge and spin in eV: 4.903
Calculated total energy in Ha: -2502.73351
Molar mass in g/mol: 755.09
Max |F| in eV/A: 3.41
Structure (SMILES): COC[C@H](C)N.COCCNCCOC.COCCNCCOC.COCCNCCOC.COCCNCCOC.COCCNCCOC
HOMO in Ha: -0.30918

=====

Computed, not measured: a structure of composition C28H39BN9O2S2Ta, with ωB97M-V/def2-TZVPD.

Structure (XYZ):
```
82
Properties=species:S:1:pos:R:3:lowdin_charge:R:1
Ta -0.3108 -0.4112 -0.2801 1.542
C 0.3334 -1.5688 -3.1646 -0.028
N 0.5221 -0.2590 -2.4600 -0.296
C 1.9664 0.0907 -2.6009 -0.076
C -0.3474 0.7298 -3.1238 -0.264
C 0.0498 1.4415 -4.2422 -0.002
C -0.7987 2.3853 -4.7980 -0.037
C -2.0232 2.6332 -4.2002 -0.038
C -2.4266 1.9047 -3.0920 -0.035
C -1.6142 0.9001 -2.5695 -0.257
N -1.9091 0.0932 -1.4271 -0.107
C -3.2436 -0.2852 -1.0721 -0.211
C -4.4396 0.1549 -1.6337 -0.003
C -5.6520 -0.2116 -1.0597 -0.043
C -5.7006 -1.0199 0.0596 -0.045
C -4.5219 -1.5479 0.5653 -0.002
C -3.3202 -1.1931 -0.0159 -0.229
N -2.0607 -1.8601 0.2760 -0.294
C -2.0464 -2.5285 1.6029 -0.108
C -1.9750 -2.9767 -0.7387 -0.029
H 0.6872 -1.4655 -4.1907 0.114
H 0.8952 -2.3489 -2.6565 0.090
H -0.7224 -1.8224 -3.1935 0.086
H 2.2372 0.1495 -3.6514 0.093
H 2.1910 1.0336 -2.1096 0.053
H 2.5533 -0.7009 -2.1508 0.079
H 1.0174 1.2822 -4.6921 0.117
H -0.4908 2.9389 -5.6736 0.122
H -2.6717 3.4077 -4.5867 0.122
H -3.3527 2.1712 -2.6162 0.096
H -4.4667 0.7421 -2.5323 0.098
H -6.5678 0.1510 -1.5062 0.122
H -6.6469 -1.2771 0.5138 0.121
H -4.5562 -2.2421 1.3926 0.118
H -2.7380 -3.3706 1.5938 0.103
H -1.0431 -2.9004 1.7864 0.065
H -2.3324 -1.8310 2.3831 0.070
H -2.8495 -3.6138 -0.6101 0.118
H -1.9972 -2.5624 -1.7409 0.080
H -1.0731 -3.5590 -0.5798 0.090
C 5.3164 -1.3549 0.8460 0.002
C 3.9497 -0.8424 0.5162 -0.279
N 3.6233 0.3890 0.4217 0.062
O 4.6583 1.2383 0.6559 0.006
C 2.8305 -1.7875 0.2526 -0.256
C 3.0932 -3.2545 0.2459 0.019
N 1.6723 -1.2991 0.0248 -0.115
O 0.6043 -2.1612 -0.2209 -0.336
H 5.8699 -0.6062 1.4051 0.088
H 5.8798 -1.5712 -0.0645 0.107
H 5.2673 -2.2713 1.4319 0.083
H 4.2358 2.1108 0.6820 0.088
H 3.9607 -3.4671 -0.3802 0.109
H 2.2352 -3.8153 -0.1095 0.086
H 3.3475 -3.5895 1.2543 0.103
C 1.2827 -2.2489 3.4153 -0.009
N 1.8396 -0.9075 3.3085 -0.108
C 3.0401 -0.5031 3.8388 -0.011
C 3.1465 0.8201 3.5839 -0.033
N 2.0221 1.2285 2.9070 0.038
B 1.9397 2.7331 2.4185 -0.409
N 0.4828 3.0999 2.0729 -0.013
C -0.3528 3.8223 2.8911 -0.011
C -1.5188 4.0123 2.2327 -0.001
N -1.3844 3.3980 1.0070 -0.093
C -2.3898 3.4064 -0.0440 0.010
C -0.1656 2.8389 0.9391 -0.682
S 0.5076 1.9740 -0.4186 0.748
C 1.2384 0.1656 2.7453 -0.591
S -0.4063 0.0117 2.1423 0.744
H 2.0171 -2.8803 3.9078 0.107
H 1.0653 -2.6444 2.4242 0.062
H 0.3702 -2.2343 4.0080 0.101
H 3.6902 -1.1803 4.3639 0.139
H 3.9284 1.5156 3.8322 0.142
H 2.6310 2.8595 1.4404 0.060
H 2.2999 3.4100 3.3384 0.093
H -0.0370 4.1565 3.8627 0.137
H -2.4160 4.5365 2.5088 0.137
H -3.1946 4.0675 0.2645 0.108
H -2.7840 2.4020 -0.1869 0.079
H -1.9510 3.7688 -0.9699 0.096
```

Computed properties:
Charge: +2
Gap between HOMO and LUMO in eV: 7.16
Energy above the lowest of the compared OMol25 structures with the same formula, charge and spin in eV: 0.000
Calculated total energy in Ha: -2611.51014
Molar mass in g/mol: 789.58
Max |F| in eV/A: 0.43
HOMO in Ha: -0.49487

=====

Computed, not measured: a structure of composition C4H11MnO2PS in a non-equilibrium geometry, with ωB97M-V/def2-TZVPD.

Structure (XYZ):
```
20
Properties=species:S:1:pos:R:3:lowdin_spin:R:1
C 3.0294 -1.0146 0.1397 0.001
C 2.3076 0.3049 -0.1689 0.006
S 0.7579 0.2049 0.7521 0.047
C -0.2634 1.6047 0.2186 0.049
P -1.7412 0.9488 -0.8478 0.093
C -2.0303 -0.8302 -0.5603 0.019
O -2.2608 -0.8992 0.7949 0.003
O -2.7491 -2.2253 0.9496 0.003
H 4.0112 -0.8243 0.5274 0.000
H 3.0518 -1.6246 -0.7419 0.000
H 2.4885 -1.5858 0.8798 0.000
H 2.1685 0.4161 -1.2317 0.001
H 2.8978 1.1285 0.1876 0.001
H 0.3357 2.3859 -0.3096 0.010
H -0.6997 2.0284 1.1147 0.004
H -2.9045 1.5599 -0.2811 0.018
H -1.1919 -1.4207 -0.9094 0.001
H -2.9203 -1.1177 -1.1185 0.001
H -2.9697 -2.2229 1.9011 0.000
Mn -1.3177 3.1834 -1.2964 4.742
```

Computed properties:
Charge: +2
Gap between HOMO and LUMO (alpha / beta) in eV: 5.29 / 5.18
Multiplicity: 6
Energy above the lowest of the compared OMol25 structures with the same formula, charge and spin in eV: 3.668
Calculated total energy in Ha: -2199.11893
Molar mass in g/mol: 209.11
Max |F| in eV/A: 1.04
HOMO (alpha / beta) in Ha: -0.60134 / -0.59745

=====

Computed, not measured: the molecule C4H3Cl2NO in a non-equilibrium geometry, with ωB97M-V/def2-TZVPD.

Structure (XYZ):
```
11
Properties=species:S:1:pos:R:3:lowdin_spin:R:1
C -0.3312 1.0503 -0.7215 0.300
C -0.9788 0.6370 0.4455 0.277
C 0.7990 0.4785 -1.2048 0.455
C -0.5312 -0.3438 1.2451 0.580
N 1.0932 -1.3136 0.4675 -0.048
O 1.4823 -0.6032 -0.6828 0.188
Cl -0.8545 -0.9763 2.7137 0.189
Cl 0.4795 -2.8194 -0.0380 0.024
H -0.8767 1.9790 -1.1429 0.005
H -1.7795 1.2270 0.9188 0.012
H 1.4979 0.6846 -2.0007 0.019
```

Computed properties:
Gap between HOMO and LUMO (alpha / beta) in eV: 5.91 / 6.98
Multiplicity: 3
Calculated total energy in Ha: -1204.27825
Molar mass in g/mol: 151.98
Max |F| in eV/A: 6.32
HOMO (alpha / beta) in Ha: -0.21676 / -0.33820